Entry 1:
The following is a DFT calculation (ωB97M-V/def2-TZVPD) of a structure of composition FHO2PSm in a non-equilibrium geometry.

Geometry as XYZ:
```
6
Properties=species:S:1:pos:R:3:forces:R:3:mulliken_spin:R:1
P 1.9080 0.8672 0.0345 0.908 -3.853 0.117 0.000
O 2.7258 -0.3969 -0.0519 0.051 2.674 -0.114 0.000
O 0.4640 0.0003 0.2308 1.131 -2.108 -0.414 0.007
F -4.0162 0.2186 -0.2081 0.232 -0.107 0.110 -0.018
Sm -1.9518 0.3191 -0.1314 -1.254 0.228 -0.180 6.012
H 0.8703 -1.0084 0.1261 -1.068 3.166 0.482 -0.001
```
Positions in Å, forces in eV/Å.

Summary:
- Orbital gap (alpha / beta): 0.2562 / 0.3781 Eh
- ⟨S²⟩: 12.008
- Total energy: -34015.76810 eV
- Maximum force: 3.960 eV/A
- 2S+1: 7
- LUMO energy (alpha / beta): -5.39 / -5.39 eV
- Charge: +1

---

Entry 2:
The following is a DFT calculation (ωB97M-V/def2-TZVPD) of a cluster of 2 separate species, FHO2S in total in a non-equilibrium geometry.

Geometry as XYZ:
```
5
Properties=species:S:1:pos:R:3:forces:R:3:mulliken_charge:R:1
O -0.9055 0.4439 0.4295 -0.594 -5.430 -2.519 -0.437
O -1.2168 -2.2105 -0.8404 1.175 6.136 3.059 -0.374
F 1.7479 1.1850 0.0240 -2.782 1.419 1.687 -0.419
S -0.5572 -0.9771 -0.1049 -0.669 -0.685 -0.497 0.802
H 0.9316 1.5587 0.4918 2.870 -1.441 -1.730 0.429
```
Positions in Å, forces in eV/Å.

Summary:
- Orbital gap: 0.3446 Eh
- Total energy: -17661.69400 eV
- Maximum force: 6.956 eV/A
- LUMO energy: -2.39 eV
- Charge: 0

---

Entry 3:
The following is a DFT calculation (ωB97M-V/def2-TZVPD) of a structure of composition FHO4 in a non-equilibrium geometry.

Geometry as XYZ:
```
6
Properties=species:S:1:pos:R:3:forces:R:3:mulliken_charge:R:1
O -0.1873 0.0430 0.5558 -1.143 0.404 2.460 -0.062
O -0.2860 1.1836 1.1978 0.114 -0.932 -1.766 -0.203
O -2.3362 1.0859 -0.7105 0.547 0.189 0.953 -0.105
O -1.8829 -0.0085 -0.5958 0.160 -0.565 -0.276 0.236
F -2.3485 -0.6951 0.7302 -1.025 -0.124 -0.053 -0.247
H 0.3636 0.0666 -0.2124 1.348 1.028 -1.318 0.381
```
Positions in Å, forces in eV/Å.

Summary:
- Orbital gap (alpha / beta): 0.2532 / 0.2531 Eh
- Total energy: -10910.93941 eV
- Maximum force: 2.742 eV/A
- LUMO energy (alpha / beta): -3.15 / -3.15 eV
- Charge: 0

---

Entry 4:
The following is a DFT calculation (ωB97M-V/def2-TZVPD) of a cluster of 2 separate species, FIO2S in total in a non-equilibrium geometry.

Geometry as XYZ:
```
5
Properties=species:S:1:pos:R:3:forces:R:3:mulliken_charge:R:1
O -1.2359 -0.1095 -0.4709 0.087 -0.455 0.250 -0.355
O -0.7229 2.0613 -1.3928 0.384 0.284 -0.023 -0.393
F 1.0532 -0.5395 1.7051 0.043 -0.937 -0.478 -0.424
S -0.2530 0.8978 -0.7083 -0.503 0.232 -0.246 0.738
I 1.1586 -2.3101 0.8669 -0.011 0.876 0.497 0.433
```
Positions in Å, forces in eV/Å.

Summary:
- Orbital gap: 0.3174 Eh
- Total energy: -25746.83317 eV
- Maximum force: 1.053 eV/A
- LUMO energy: -1.91 eV
- Charge: 0

---

Entry 5:
The following is a DFT calculation (ωB97M-V/def2-TZVPD) of a cluster of 2 separate species, FNO4S in total in a non-equilibrium geometry.

Geometry as XYZ:
```
7
Properties=species:S:1:pos:R:3:forces:R:3:mulliken_charge:R:1
N 1.2646 -0.4451 0.6953 3.094 -0.162 -2.292 1.140
O 0.6288 -1.3755 0.7017 -2.777 -2.654 0.307 -0.379
O 1.5881 0.4215 1.3537 0.177 2.424 1.668 -0.396
O -1.1176 1.0178 0.1860 0.141 0.163 0.161 -0.313
O -2.3896 -0.1732 -1.5469 0.114 1.095 0.537 -0.356
F 2.1609 -0.4929 -0.5744 -0.487 0.368 0.347 -0.362
S -2.1351 1.0474 -0.8154 -0.261 -1.235 -0.728 0.666
```
Positions in Å, forces in eV/Å.

Summary:
- Orbital gap: 0.3997 Eh
- Total energy: -23227.79183 eV
- Maximum force: 3.854 eV/A
- LUMO energy: -1.49 eV
- Charge: 0

---

Entry 6:
The following is a DFT calculation (ωB97M-V/def2-TZVPD) of a structure of composition FPS in a non-equilibrium geometry.

Geometry as XYZ:
```
3
Properties=species:S:1:pos:R:3:forces:R:3:mulliken_spin:R:1
F -1.0163 -0.5449 -1.2914 1.619 1.067 1.268 0.414
P 0.5078 0.0306 1.6015 -0.180 -0.010 -0.571 1.323
S 0.5085 0.5143 -0.3101 -1.438 -1.057 -0.697 0.263
```
Positions in Å, forces in eV/Å.

Summary:
- Orbital gap (alpha / beta): 0.2427 / 0.2788 Eh
- ⟨S²⟩: 2.047
- Total energy: -22837.93959 eV
- Maximum force: 2.317 eV/A
- 2S+1: 3
- LUMO energy (alpha / beta): -1.94 / -3.61 eV
- Charge: 0

---

Entry 7:
The following is a DFT calculation (ωB97M-V/def2-TZVPD) of a structure of composition Fe2H30O19P in a non-equilibrium geometry.

Geometry as XYZ:
```
52
Properties=species:S:1:pos:R:3:forces:R:3:mulliken_spin:R:1
Fe 0.3818 2.4136 1.6549 0.450 -0.318 -0.131 3.778
Fe -0.3492 -2.2129 -0.7196 -0.138 -0.864 -0.409 3.810
P 0.0319 0.1715 0.3526 1.694 -0.928 1.113 -0.015
O -1.2717 -0.6435 0.1906 -0.324 0.892 0.229 0.061
O 0.4943 0.4534 1.8167 -0.918 -0.527 0.177 0.099
O -0.0379 1.6372 -0.1550 -0.379 -0.005 -1.121 0.032
O 1.0543 -0.7694 -0.3172 -0.338 1.120 -0.187 0.040
O 2.4581 2.5904 1.2486 -0.258 0.617 0.164 0.028
H 2.8283 2.5888 0.3436 -0.330 -0.082 -0.120 0.000
H 3.0784 3.0897 1.7957 0.072 -0.211 0.022 0.001
O -3.3414 0.5016 -1.4848 0.120 -0.204 -0.010 0.000
H -3.8428 1.1275 -0.9542 0.081 0.128 -0.109 0.000
H -2.5743 0.2383 -0.9508 -0.174 0.038 -0.018 0.002
O -1.9214 3.6829 -0.7057 0.201 -0.022 0.232 0.000
H -1.5649 4.2075 -1.4294 -0.073 -0.021 -0.003 0.000
H -1.2770 2.9744 -0.5388 -0.203 0.060 -0.304 0.007
O -0.6024 -1.5407 -2.7625 0.160 0.174 -0.450 0.027
H -0.1908 -0.6873 -3.0259 -0.107 0.025 0.211 -0.003
H -0.9232 -1.9438 -3.5767 -0.105 -0.031 0.113 0.001
O -1.6418 2.5018 2.2274 0.097 0.467 0.453 0.036
H -1.9154 3.0056 3.0067 -0.098 -0.015 -0.112 0.000
H -2.2829 1.7765 2.1425 0.296 -0.228 -0.041 -0.001
O 2.5919 -0.4886 3.4404 -0.221 0.095 0.162 0.000
H 1.7133 -0.3594 3.0494 0.328 0.056 0.004 0.002
H 2.4617 -0.4065 4.3911 -0.002 -0.122 -0.027 0.000
O -2.2805 -3.1208 -0.9554 -0.235 -0.324 0.100 0.023
H -2.9728 -2.8209 -1.5589 0.134 0.173 0.018 -0.001
H -2.7431 -3.5250 -0.2106 0.039 0.008 -0.041 -0.001
O 0.1895 1.1633 -2.9171 -0.039 -0.066 0.183 0.003
H -0.4837 1.7052 -3.3474 -0.027 -0.088 0.007 0.000
H 0.0264 1.2593 -1.9549 -0.034 0.212 -0.295 0.015
O 1.0278 -3.5344 -1.6394 0.113 -0.440 -0.168 0.029
H 1.5166 -4.2757 -1.2614 -0.068 0.088 0.119 0.002
H 1.2661 -3.4999 -2.5737 0.019 0.224 0.061 0.002
O 3.6198 -1.2667 0.5808 -0.172 -0.177 -0.085 0.001
H 2.6662 -1.1364 0.4301 0.483 0.118 0.025 0.002
H 4.0143 -1.1253 -0.2883 -0.035 0.015 0.023 0.000
O 2.8267 -0.2631 -2.3576 -0.186 -0.210 0.140 0.000
H 2.4025 0.3457 -2.9712 0.039 0.024 0.063 0.000
H 2.1647 -0.4342 -1.6560 0.287 0.194 -0.355 0.001
O 0.2549 -3.3201 1.0763 -0.010 -0.100 0.222 0.022
H 1.1613 -3.2129 1.4060 -0.079 0.148 -0.072 -0.002
H -0.3037 -3.3124 1.8683 0.069 0.109 -0.014 -0.001
O -1.0995 -1.1418 3.6095 0.096 -0.145 -0.248 0.001
H -0.5455 -0.6128 3.0092 -0.198 -0.060 0.143 -0.001
H -1.9923 -1.0945 3.2397 0.044 0.113 0.117 0.000
O 2.3663 3.3442 -1.7563 0.039 -0.097 0.532 -0.001
H 1.5491 2.8418 -1.8745 0.078 0.007 -0.118 -0.001
H 2.1056 4.1960 -1.3888 -0.062 0.040 -0.225 0.000
O -3.4070 -0.5387 1.8240 0.488 0.303 -0.051 0.001
H -2.6609 -0.6228 1.1806 -0.464 0.084 0.169 -0.002
H -4.0257 0.0944 1.4471 -0.153 -0.246 -0.087 -0.001
```
Positions in Å, forces in eV/Å.

Summary:
- Orbital gap (alpha / beta): 0.3235 / 0.2836 Eh
- ⟨S²⟩: 20.013
- Total energy: -117455.23584 eV
- Maximum force: 2.229 eV/A
- 2S+1: 9
- LUMO energy (alpha / beta): -3.74 / -4.09 eV
- Charge: +1

---

Let's list energy above the lowest of the compared OMol25 structures with the same formula, charge and spin in order: 0.00 40.95 46.00 19.22 33.08 44.44 0.00 kcal/mol.